[1]
C28H32As2BCl3N4O9RhS2 | ωB97M-V/def2-TZVPD

```
82
Properties=species:S:1:pos:R:3:forces:R:3
Rh 0.068739 0.933148 0.177588 -0.203 -0.871 0.201
Cl -3.015515 -3.500562 5.097997 -0.061 -0.065 0.147
C -2.354330 -2.763650 3.686767 0.111 0.156 -0.234
C -1.702255 -1.547050 3.783105 -0.085 -0.007 0.206
C -1.199966 -0.967074 2.636963 -0.160 -0.637 -0.655
Cl -0.378260 0.549798 2.740115 0.372 0.659 -0.008
C -1.287699 -1.547123 1.355543 -0.265 0.079 0.832
O -0.819295 -1.005412 0.266970 0.667 1.396 -1.041
C -1.932193 -2.807991 1.329709 0.118 0.397 0.044
Cl -2.044250 -3.616649 -0.184374 -0.045 -0.104 -0.187
C -2.467887 -3.396095 2.456293 0.050 0.015 0.095
H -1.583908 -1.062064 4.742009 -0.013 0.021 0.012
H -2.966066 -4.351691 2.377995 0.012 -0.022 -0.011
C -3.670441 1.579861 2.657695 -0.085 0.168 0.206
N -3.742962 0.943153 1.357900 0.197 -0.065 -0.347
C -4.620923 -0.043449 0.995826 -0.075 -0.085 -0.038
C -4.444272 -0.257366 -0.332706 -0.093 -0.081 0.057
N -3.477042 0.592958 -0.786507 0.055 0.284 0.254
B -3.042204 0.792716 -2.282122 0.036 0.048 -0.014
N -2.170366 -0.442003 -2.661776 0.224 -0.129 -0.056
C -2.648249 -1.644712 -3.091518 0.015 -0.105 -0.131
C -1.595698 -2.481161 -3.284201 -0.190 -0.065 -0.056
N -0.470308 -1.783353 -2.951300 -0.237 0.171 0.137
C 0.880546 -2.302960 -2.950801 0.308 -0.036 -0.055
C -0.839279 -0.538972 -2.573075 -0.050 -0.025 0.011
S 0.279062 0.713377 -2.194529 -0.043 0.630 0.960
C -3.037158 1.306111 0.258188 -0.324 0.069 0.022
S -1.798703 2.506089 0.242604 1.100 -1.112 -0.092
H -3.984144 0.871311 3.420711 0.038 -0.039 -0.029
H -4.322913 2.452755 2.685996 -0.023 -0.048 -0.006
H -2.651878 1.906183 2.842209 -0.045 -0.033 0.006
H -5.297260 -0.501023 1.694503 -0.005 0.018 0.060
H -4.951666 -0.941733 -0.986842 -0.026 -0.016 -0.036
H -4.019868 0.805253 -2.969875 -0.147 -0.140 -0.030
H -2.378578 1.774563 -2.354961 -0.033 0.071 -0.084
H -3.697871 -1.813095 -3.246522 -0.031 0.006 -0.022
H -1.571815 -3.502351 -3.617906 0.084 -0.022 -0.021
H 0.839296 -3.387885 -3.000489 -0.035 0.014 0.040
H 1.382289 -1.995952 -2.035272 -0.058 -0.050 -0.019
H 1.448493 -1.928186 -3.801550 -0.051 0.013 0.005
C 3.191330 -0.679070 5.505154 0.014 -0.194 0.157
O 3.272999 0.089039 4.297180 -0.091 0.223 -0.166
C 2.685667 -0.431772 3.225209 0.099 -0.338 0.520
O 2.088038 -1.480208 3.232372 0.071 0.068 -0.105
C 2.685070 0.449389 2.022258 0.240 0.438 0.024
C 3.148156 1.729884 1.989750 -0.235 -0.376 0.139
As 5.027043 1.707993 2.576594 0.084 -0.002 0.096
C 5.750780 3.494658 2.165681 0.080 -0.039 -0.037
C 5.324432 0.875458 0.773913 0.039 -0.043 0.306
C 4.510927 0.156968 0.007225 -0.363 0.034 -0.572
As 2.558963 -0.320948 0.248792 -0.238 0.036 0.889
C 2.667719 -2.246370 0.532932 -0.061 -0.024 -0.090
C 4.905790 -0.507443 -1.284760 0.265 -0.277 0.080
O 5.106374 -1.694162 -1.318359 0.080 0.151 0.024
O 4.894585 0.205555 -2.405316 -0.104 -0.033 -0.168
C 4.566718 1.597332 -2.407672 0.014 0.171 0.070
C 6.768316 1.032000 0.411485 0.212 0.059 -0.236
O 7.193527 1.349481 -0.666638 -0.135 -0.095 -0.048
O 7.518372 0.809426 1.497591 -0.104 -0.040 0.040
C 8.949626 0.821685 1.341004 0.166 0.016 -0.084
C 2.623093 2.641766 0.963151 0.037 0.210 -0.464
O 1.447875 2.650459 0.584577 -0.605 -0.293 -0.574
O 3.455644 3.569652 0.534128 -0.151 -0.217 0.273
C 2.912883 4.542351 -0.376256 -0.175 0.113 -0.229
H 3.508569 -0.015767 6.303168 -0.022 0.030 -0.038
H 3.862863 -1.534631 5.446638 -0.039 -0.007 -0.039
H 2.173871 -1.030126 5.666511 0.024 0.041 -0.004
H 5.114312 4.257076 2.611760 -0.036 -0.039 -0.022
H 5.850179 3.676891 1.099649 -0.068 0.009 0.002
H 6.734874 3.556113 2.629977 -0.046 -0.096 0.071
H 3.342368 -2.492663 1.346739 0.034 0.085 -0.040
H 3.023915 -2.708375 -0.385018 -0.003 0.065 -0.043
H 1.662345 -2.588866 0.774169 0.002 0.038 -0.021
H 5.386145 2.181097 -1.993854 0.018 -0.039 0.037
H 3.646160 1.788011 -1.850455 -0.018 -0.031 -0.048
H 4.418015 1.860983 -3.450857 -0.020 -0.043 0.019
H 9.212574 1.025803 0.306607 -0.003 -0.005 0.043
H 9.317259 -0.155525 1.644091 -0.028 0.020 -0.001
H 9.357066 1.589541 1.994033 -0.055 0.010 0.007
H 3.740465 5.185246 -0.656930 0.022 -0.034 0.068
H 2.123138 5.111778 0.110835 0.060 -0.007 0.020
H 2.497349 4.046477 -1.252720 0.037 0.003 0.017
```
Positions in Å, forces in eV/Å.

Its total charge is +1. For the energy above the lowest of the compared OMol25 structures with the same formula, charge and spin, the calculation gives 0.452 eV. The value obtained for the HOMO energy is -10.45 eV. The calculation puts the total energy at -238536.600 eV.

[2]
C8H23BBrN3O3P | ωB97M-V/def2-TZVPD

```
40
Properties=species:S:1:pos:R:3:forces:R:3
C 0.757291 0.024299 -0.298837 -0.537 -0.137 -0.266
B -0.516998 0.272177 -1.137714 0.963 -0.180 0.409
O -0.792371 1.380199 -1.827366 -1.050 0.604 0.277
P -1.840220 -1.200885 -1.153879 -0.542 0.211 -0.629
Br -2.563270 -1.502556 -3.191975 0.171 -0.085 0.576
C -3.244626 -0.716813 -0.050261 0.262 -0.086 -0.399
N -3.725738 0.554574 -0.493911 0.097 0.191 -0.114
H 0.883563 -1.018742 -0.054899 0.267 -0.280 0.299
H 0.695413 0.602724 0.618558 0.030 0.080 0.313
H 1.614840 0.377381 -0.857014 0.332 0.118 -0.096
H -1.034051 2.141185 -1.266442 0.441 -0.059 -0.640
H -1.240022 -2.375922 -0.689330 -0.122 -0.172 -0.132
H -4.009985 -1.476550 -0.079908 -0.126 -0.384 -0.034
H -2.781983 -0.696970 0.926401 0.095 -0.015 0.544
H -4.716133 0.568227 -0.669087 -0.050 0.114 -0.021
H -3.445221 1.309697 0.110661 -0.183 0.061 0.103
C 3.901510 -0.221897 -2.740702 -0.146 -0.125 0.030
O 4.589995 -0.707202 -1.867205 0.007 0.004 0.109
N 4.341513 0.591476 -3.712711 -0.022 0.138 -0.153
C 3.458852 1.137450 -4.725020 0.217 0.001 0.052
C 5.757453 0.928703 -3.743198 -0.042 -0.076 0.086
H 2.814619 -0.425637 -2.809022 0.009 0.036 -0.070
H 3.778931 0.820130 -5.718638 -0.052 0.023 -0.032
H 3.464961 2.228101 -4.685664 -0.044 0.009 -0.043
H 2.442228 0.787527 -4.558215 -0.018 -0.026 0.023
H 6.357050 0.024902 -3.844866 0.035 0.011 0.000
H 6.046335 1.424041 -2.816755 0.037 0.006 -0.004
H 5.952507 1.588996 -4.583083 -0.029 0.017 -0.034
C -1.196193 -0.490317 3.605855 0.215 0.008 0.099
O -1.414802 -0.228564 2.425236 -0.091 -0.010 -0.270
N -2.125073 -0.534397 4.556715 -0.071 -0.024 0.106
C -1.796267 -0.845561 5.939704 -0.145 0.029 -0.039
C -3.508919 -0.260964 4.202841 0.076 0.017 -0.110
H -0.184236 -0.708410 3.975194 0.017 0.005 -0.055
H -2.331007 -1.739753 6.260081 0.019 -0.005 0.032
H -2.075502 -0.014429 6.587142 0.018 -0.011 0.031
H -0.728455 -1.021789 6.036403 0.033 0.001 -0.029
H -3.856307 -0.978803 3.458646 -0.042 -0.003 0.026
H -3.599350 0.741063 3.783065 -0.034 0.006 0.013
H -4.130332 -0.336679 5.089201 0.004 -0.011 0.042
```
Positions in Å, forces in eV/Å.

Its total charge is +1. The value obtained for the HOMO energy is -11.27 eV. The calculation puts the total energy at -99284.653 eV.

[3]
C4H9NO2 | ωB97M-V/def2-TZVPD

```
16
Properties=species:S:1:pos:R:3:forces:R:3
C 0.935021 -1.268176 1.139080 0.143 0.018 0.261
O 0.603957 -1.381872 -0.230044 -0.026 -0.045 -0.058
C -0.749151 -1.088421 -0.509766 -0.198 0.018 0.018
C -0.931960 0.357622 -1.053911 -0.113 -0.021 -0.059
N 0.208645 1.210893 -0.793095 0.029 0.036 0.143
C 0.238116 2.119244 0.218107 -0.044 -0.026 0.000
O -0.691647 2.387991 0.953313 0.214 -0.102 -0.246
H 0.645384 -0.296973 1.568067 0.023 -0.162 -0.150
H 0.455929 -2.063612 1.730439 0.051 0.131 -0.125
H 2.020953 -1.378617 1.217895 -0.196 0.008 -0.012
H -1.366782 -1.245095 0.384777 0.125 0.065 -0.084
H -1.086073 -1.805551 -1.267671 0.046 0.138 0.117
H -1.801541 0.839175 -0.600708 0.107 -0.111 -0.041
H -1.097996 0.326883 -2.135737 0.065 -0.006 0.140
H 1.090503 0.920817 -1.188832 -0.081 0.140 0.074
H 1.222245 2.622239 0.295665 -0.145 -0.082 0.019
```
Positions in Å, forces in eV/Å.

For the energy above the lowest of the compared OMol25 structures with the same formula, charge and spin, the calculation gives 1.550 eV. The value obtained for the HOMO energy is -9.78 eV. The SMILES is COCCNC=O. The calculation puts the total energy at -9878.511 eV.

[4]
C38H43N3O2 | ωB97M-V/def2-TZVPD

```
86
Properties=species:S:1:pos:R:3:forces:R:3
C 9.490987 -4.138428 4.713209 -0.426 0.038 -0.063
N 8.940994 -3.534703 3.513030 1.048 0.354 0.071
C 9.486888 -4.109693 2.296187 -0.411 0.049 0.063
C 7.669737 -2.929788 3.520579 -1.040 0.551 0.020
C 7.553895 -1.514161 3.470567 -0.020 -0.828 0.067
C 6.310590 -0.904545 3.426062 -0.604 -0.227 -0.225
C 5.097781 -1.651664 3.373878 1.289 -0.745 0.249
C 3.851753 -0.977209 3.165558 -0.896 0.053 0.122
C 2.627235 -1.607527 2.994941 0.758 0.231 -0.173
C 1.409805 -0.963052 2.780441 -0.200 0.020 0.308
C 0.164983 -1.635666 2.909908 -0.706 -0.344 0.053
C -1.063434 -0.948578 2.673270 0.184 -0.093 0.304
C -2.283953 -1.598532 2.730972 0.054 -0.587 0.068
C -2.347252 -3.000466 2.957413 0.675 0.481 -0.096
N -3.562797 -3.679523 2.854369 -0.586 0.140 -0.280
C -3.726738 -4.801438 1.952119 0.357 0.003 0.152
C -4.524394 -3.658824 3.935030 0.020 0.161 -0.016
C -1.145886 -3.676359 3.269127 -0.059 0.121 -0.091
C 0.061781 -3.006292 3.305969 0.057 0.213 -0.123
C 5.225725 -3.069300 3.514531 -0.036 0.411 -0.198
C 6.471994 -3.683697 3.584743 0.297 0.342 -0.045
H 9.128591 -3.609836 5.601722 0.096 -0.135 -0.162
H 9.221181 -5.204047 4.790655 0.037 0.024 0.160
H 10.586344 -4.073561 4.679808 -0.189 0.017 0.057
H 9.118603 -3.565982 1.419265 0.102 -0.120 0.172
H 10.582473 -4.044814 2.327525 -0.198 0.018 -0.070
H 9.214892 -5.173662 2.198043 0.043 0.046 -0.149
H 8.464488 -0.917108 3.465045 -0.182 -0.156 -0.002
H 6.232289 0.179862 3.380025 0.113 -0.135 -0.020
H 3.866141 0.120999 3.211164 0.036 -0.441 -0.200
H 2.608440 -2.699820 2.998777 0.063 0.383 0.106
H 1.372346 0.102706 2.530132 0.153 -0.304 0.233
H -1.022885 0.127384 2.493703 -0.050 -0.278 -0.135
H -3.216389 -1.064152 2.540335 0.269 -0.138 0.047
H -3.027102 -4.718645 1.111957 -0.182 -0.033 0.204
H -3.570273 -5.765546 2.460812 0.007 -0.027 -0.128
H -4.752700 -4.791755 1.560631 0.191 -0.024 0.014
H -4.330069 -2.808522 4.597642 -0.097 -0.187 -0.133
H -5.537595 -3.576242 3.521262 0.081 0.040 0.169
H -4.479501 -4.591059 4.523472 0.009 0.157 0.043
H -1.186767 -4.743268 3.508958 -0.004 0.385 -0.025
H 0.945477 -3.521390 3.690187 -0.330 0.062 -0.331
H 4.325068 -3.687777 3.542409 0.356 0.161 0.001
H 6.554635 -4.771410 3.675799 -0.124 0.371 -0.051
C -1.910736 7.743633 -4.102632 0.151 0.144 -0.259
C -2.886993 7.027758 -3.186391 -0.361 -0.128 -0.311
C -2.156008 6.309227 -2.070469 0.033 -0.126 0.173
C -3.877369 8.033428 -2.614263 -0.231 -0.039 0.016
O -3.700798 6.045312 -3.944754 0.505 0.360 0.337
C -3.029110 4.983258 -4.522323 0.624 -0.327 -0.333
C -2.953672 3.764039 -3.679674 -0.633 0.797 0.401
N -2.608128 2.671967 -4.280356 -0.205 0.240 -1.024
C -2.830151 1.435563 -3.909535 0.062 -0.397 0.409
C -2.277781 0.393779 -4.751016 -0.259 -0.049 0.218
C -2.445507 -0.971343 -4.447220 0.253 -0.083 -0.208
C -1.810419 -1.938069 -5.225143 -0.063 0.305 -0.004
C -1.037470 -1.558127 -6.332110 -0.103 0.146 0.243
C -0.919840 -0.199083 -6.665324 -0.390 0.176 0.352
C -1.558052 0.775119 -5.892907 0.534 -0.556 -0.488
C -3.487686 1.164662 -2.617238 0.081 0.019 0.348
C -2.745269 0.471402 -1.646997 -0.270 0.198 0.360
C -3.184512 0.443938 -0.319510 -0.160 -0.052 -0.291
C -4.391315 1.062839 0.029290 -0.036 -0.040 -0.247
C -5.170365 1.696174 -0.953060 0.306 -0.098 -0.133
C -4.714201 1.763811 -2.271995 0.190 -0.257 0.337
O -2.609013 5.023102 -5.661326 -0.391 0.361 0.745
H -2.444928 8.323267 -4.866641 0.126 -0.240 0.118
H -1.317823 8.445540 -3.501629 -0.074 -0.131 -0.111
H -1.225613 7.045520 -4.596390 -0.164 0.128 0.062
H -2.887604 5.790024 -1.437443 0.286 0.062 -0.057
H -1.445903 5.583483 -2.486404 -0.103 0.114 0.215
H -1.603012 7.035207 -1.463223 -0.083 -0.153 -0.075
H -4.600830 7.539348 -1.954210 0.136 0.074 -0.143
H -3.333200 8.787625 -2.030077 -0.108 -0.176 -0.127
H -4.425500 8.548695 -3.413051 0.130 -0.176 0.140
H -3.328811 3.800385 -2.643685 0.095 0.077 -0.455
H -3.067463 -1.247504 -3.593268 0.254 -0.043 -0.303
H -1.917359 -2.986525 -4.951511 0.033 0.176 -0.178
H -0.537444 -2.319765 -6.928873 -0.097 0.197 0.116
H -0.332411 0.113962 -7.525620 -0.122 -0.148 0.100
H -1.515341 1.839319 -6.132823 0.124 -0.406 0.033
H -1.793626 0.014336 -1.939734 -0.373 0.192 0.207
H -2.580031 -0.076897 0.427570 -0.234 0.219 -0.194
H -4.734751 1.046932 1.064915 0.080 -0.013 -0.276
H -6.123668 2.163112 -0.699106 0.295 -0.161 0.032
H -5.287693 2.298643 -3.035063 0.206 -0.218 0.288
```
Positions in Å, forces in eV/Å.

For the energy above the lowest of the compared OMol25 structures with the same formula, charge and spin, the calculation gives 1.074 eV. The value obtained for the HOMO energy is -4.80 eV. The calculation puts the total energy at -48663.385 eV.

[5]
C14H13Cl16N2O | ωB97M-V/def2-TZVPD

```
46
Properties=species:S:1:pos:R:3:forces:R:3
N -4.256880 -0.975374 2.323621 0.041 -0.926 0.038
C -3.556403 -2.320179 2.222548 1.465 -0.109 -0.191
C -1.952774 -2.185813 1.768534 -0.272 0.542 0.744
N -1.367872 -1.100988 2.645623 1.414 -0.555 -1.595
C 0.104462 -0.875361 2.381518 -1.124 -0.487 -1.229
C 0.202067 0.453671 1.370860 1.546 2.976 1.860
O 0.616802 1.661701 1.784213 -2.512 -6.217 -2.634
C -0.310675 0.158167 -0.193319 -0.663 -0.370 -2.259
C -1.829299 0.578798 -0.686685 3.085 -2.197 -3.037
C -2.275669 0.203082 -2.247345 4.350 -0.871 2.295
C -1.153490 -0.577841 -3.178664 0.555 0.723 2.523
C 0.361889 -0.979980 -2.696641 -3.006 1.618 3.450
C 0.794927 -0.608085 -1.159363 -4.164 0.893 -1.436
H -3.868460 -0.376116 3.084434 0.076 -0.817 -1.426
H -4.309279 -0.480933 1.404284 0.535 -0.648 1.357
H -3.526295 -2.872346 3.271546 -0.411 1.305 -2.104
H -4.119145 -2.973758 1.431202 0.915 1.101 1.534
H -1.925063 -1.967266 0.619283 -0.082 -0.341 1.575
H -1.383268 -3.221652 1.920135 -1.114 1.588 -0.264
H 0.529788 -1.784861 1.742068 -0.321 1.612 1.226
H 0.719534 -0.733784 3.373785 -1.042 0.123 -2.053
H -2.545335 1.104430 0.075291 1.589 -1.204 -1.627
H -3.357398 0.510765 -2.613823 2.632 -0.887 0.630
H -1.468403 -0.871901 -4.276742 0.720 0.691 2.495
H 1.170473 -1.537773 -3.362223 -2.734 1.067 1.487
H 1.858786 -0.897090 -0.727504 -2.567 0.709 -0.950
C 4.045444 0.138702 -4.586561 -0.020 0.129 0.326
Cl 5.549780 -0.543174 -3.918147 -0.235 0.121 -0.186
Cl 2.754953 0.044088 -3.361723 1.291 0.654 -0.764
Cl 4.313717 1.841700 -5.036346 -0.013 -0.335 0.037
Cl 3.563369 -0.787926 -6.029967 0.101 0.171 0.258
C -0.256570 5.471319 1.810932 -0.079 -0.419 -0.041
Cl -1.138184 4.370840 0.721684 0.292 0.375 0.327
Cl -0.896811 7.124231 1.630594 0.095 -0.173 0.034
Cl -0.467135 4.933418 3.496399 0.065 0.152 -0.453
Cl 1.475819 5.456783 1.394910 -0.790 0.074 0.153
C -1.485681 -6.738189 1.210531 -0.037 0.340 -0.032
Cl -1.791666 -8.303964 0.417135 0.056 0.212 0.138
Cl -1.108962 -5.510301 -0.024346 -0.121 -0.392 0.360
Cl -2.934271 -6.240350 2.120599 0.408 -0.130 -0.250
Cl -0.107762 -6.898224 2.328647 -0.312 0.018 -0.251
C 5.066192 5.662330 -0.490181 -0.127 -0.109 0.045
Cl 4.192345 5.168803 -1.962451 0.222 0.119 0.398
Cl 6.774986 5.175439 -0.622502 -0.341 0.113 0.018
Cl 4.965359 7.431469 -0.304552 0.025 -0.372 -0.040
Cl 4.332059 4.873494 0.928706 0.610 0.136 -0.490
```
Positions in Å, forces in eV/Å.

Its total charge is -1. For the energy above the lowest of the compared OMol25 structures with the same formula, charge and spin, the calculation gives 10.428 eV. The value obtained for the HOMO energy is -2.66 eV. The calculation puts the total energy at -220102.954 eV.